(1)
{
  "formula": "C22H67N5O9",
  "method": "ωB97M-V/def2-TZVPD",
  "species": ["O", "H", "H", "O", "H", "H", "O", "H", "H", "C", "C", "C", "O", "C", "N", "H", "H", "H", "H", "H", "H", "H", "H", "H", "H", "H", "C", "C", "C", "O", "C", "N", "H", "H", "H", "H", "H", "H", "H", "H", "H", "H", "H", "C", "C", "C", "O", "C", "N", "H", "H", "H", "H", "H", "H", "H", "H", "H", "H", "H", "C", "C", "C", "O", "C", "N", "H", "H", "H", "H", "H", "H", "H", "H", "H", "H", "H", "C", "C", "C", "O", "C", "N", "H", "H", "H", "H", "H", "H", "H", "H", "H", "H", "H", "C", "C", "O", "H", "H", "H", "H", "H", "H"],
  "coordinates": [[1.0650, -2.0298, 1.1367], [0.8899, -1.9166, 2.0709], [2.0037, -1.8658, 1.0469], [-0.2377, 0.1484, -0.6272], [-0.2814, -0.4466, -1.3758], [-0.0861, -0.4234, 0.1253], [0.7273, -3.6697, -0.9795], [0.7749, -3.1181, -0.1987], [1.2616, -4.4347, -0.7659], [4.1139, -1.0159, 5.1570], [3.0658, -1.1694, 4.0729], [1.6618, -1.1414, 4.5882], [0.8038, -1.3888, 3.4865], [-0.5174, -0.9931, 3.7442], [3.1320, -0.0466, 3.1677], [3.8430, -0.1632, 5.7796], [5.1734, -0.9544, 4.9082], [4.1588, -1.8742, 5.8274], [3.2434, -2.1224, 3.5745], [1.5410, -0.2315, 5.1762], [1.5615, -1.9502, 5.3119], [-1.0725, -1.6601, 4.4037], [-1.0576, -0.7485, 2.8296], [-0.5840, -0.0627, 4.3081], [3.2793, 0.8433, 3.6221], [2.2043, -0.0857, 2.7703], [-1.1436, 2.3095, -3.2814], [-2.3680, 2.3393, -2.4924], [-3.1777, 1.0278, -2.7421], [-3.8412, 1.0637, -3.9628], [-4.5841, -0.1070, -4.3415], [-2.0777, 2.5853, -1.0906], [-0.6531, 3.2824, -3.3145], [-1.3680, 2.0681, -4.3204], [-0.4324, 1.5467, -2.9645], [-2.9394, 3.1982, -2.8444], [-4.0175, 0.9311, -2.0539], [-2.5559, 0.1367, -2.6563], [-5.0634, -0.0986, -5.3204], [-5.4365, -0.1990, -3.6685], [-4.0175, -1.0274, -4.2005], [-1.5352, 1.8043, -0.7504], [-2.9744, 2.5265, -0.6294], [1.6281, 2.6607, 0.9168], [1.6725, 3.9512, 1.7844], [2.6984, 3.9591, 2.9321], [2.5987, 2.7850, 3.7450], [3.3450, 2.8400, 5.0025], [1.7415, 5.1367, 0.9344], [2.6076, 2.3574, 0.5472], [0.9429, 2.7352, 0.0724], [1.3438, 1.8680, 1.6088], [0.6790, 3.8710, 2.2257], [2.3320, 4.8576, 3.4287], [3.7194, 4.0572, 2.5630], [3.2489, 1.9584, 5.6361], [2.9140, 3.6318, 5.6152], [4.3823, 3.1217, 4.8212], [1.4730, 5.9672, 1.4426], [0.9912, 4.9601, 0.2817], [4.7813, 0.4351, -1.1681], [3.4457, -0.2792, -0.9653], [3.1103, -1.2063, -2.1362], [3.1982, -0.5905, -3.3642], [2.2264, 0.4268, -3.5912], [3.4753, -1.1058, 0.2433], [4.7942, 1.0498, -2.0682], [5.6342, -0.2436, -1.1537], [5.0734, 1.0572, -0.3220], [2.6918, 0.4887, -0.7919], [2.1552, -1.6992, -1.9544], [3.6877, -2.1300, -2.1750], [2.5839, 1.3052, -3.0537], [1.2392, 0.2103, -3.1829], [2.1866, 0.5467, -4.6738], [3.8238, -0.5135, 0.9835], [4.2847, -1.6992, 0.1298], [-3.1489, -1.0536, 0.3187], [-4.6075, -1.3487, 0.1913], [-4.9288, -2.8282, 0.5353], [-6.3279, -3.1451, 0.3395], [-6.7891, -3.0193, -1.0037], [-5.2209, -0.4841, 1.1850], [-2.8801, 0.0021, 0.2818], [-2.4540, -1.3462, -0.4684], [-2.7410, -1.4928, 1.2291], [-4.9559, -1.0906, -0.8088], [-4.7369, -3.1349, 1.5635], [-4.3333, -3.4621, -0.1216], [-7.8610, -3.1870, -1.1078], [-6.2673, -3.6254, -1.7444], [-6.7213, -1.9789, -1.3215], [-4.9578, 0.4722, 0.9943], [-6.2292, -0.5031, 1.1305], [-0.5537, -1.2657, -5.0700], [-0.3663, -2.2934, -3.9555], [-0.6598, -1.7799, -2.6530], [-1.5721, -1.0831, -5.4129], [0.0266, -1.5233, -5.9559], [-0.2145, -0.2899, -4.7224], [0.6755, -2.5976, -4.0563], [-1.0108, -3.1419, -4.1855], [-0.3565, -2.4368, -2.0221]],
  "atomic_forces_ev_per_a": [[-1.402, -0.533, -1.058], [-0.005, -0.217, 0.386], [1.240, 0.555, -0.794], [-0.401, 0.678, 0.333], [0.043, -0.349, -0.733], [0.580, -0.368, 0.414], [-0.382, -0.380, -0.870], [0.160, 0.583, 1.008], [0.063, -0.209, -0.128], [-0.122, -0.503, 1.261], [1.283, 0.572, 0.197], [0.911, -2.007, 1.627], [-0.756, 1.155, 1.608], [-0.914, 0.968, 0.674], [0.474, -0.608, -1.230], [0.226, 0.152, 0.086], [-0.262, 0.470, -0.913], [-0.555, -0.198, 0.143], [-0.064, -0.023, -0.429], [-0.694, 0.485, -0.617], [-0.415, -0.312, 0.174], [0.032, -0.687, -0.371], [0.156, -0.594, -0.246], [0.560, 0.372, 0.005], [-0.219, -0.052, 0.022], [0.117, 1.054, -0.733], [1.664, -0.016, -1.608], [-1.348, -0.366, 0.096], [-0.658, 0.238, 0.263], [-0.291, -0.228, -2.621], [0.059, 0.278, 1.462], [-0.463, -0.339, -0.016], [0.124, -0.042, 0.255], [-0.154, -0.013, -0.121], [0.039, 0.065, 0.335], [-0.483, -0.175, -0.069], [-0.029, 0.061, 1.229], [0.398, -0.136, 0.070], [0.760, 0.651, -0.204], [-0.338, -0.002, 0.473], [0.402, -0.024, -0.253], [0.479, -0.205, 0.246], [-0.149, 0.290, 0.536], [1.074, 0.282, 0.761], [-0.606, -1.842, -0.587], [-0.692, -0.063, -0.490], [0.167, -0.199, 0.849], [-0.804, 1.552, -0.739], [0.310, -0.489, 0.110], [0.174, 0.242, -0.202], [-0.140, -0.002, 0.180], [-0.321, -0.189, -0.244], [-0.174, 0.378, 0.746], [0.763, 0.174, 0.900], [0.064, 0.253, -0.047], [-0.035, -0.383, -0.781], [-0.027, 0.277, 0.033], [0.155, -0.338, -0.041], [0.032, 0.179, 0.184], [0.010, 0.425, -0.483], [0.406, 0.132, 0.216], [0.755, -0.195, 0.057], [-0.579, -0.438, 0.908], [-0.489, -0.065, -1.148], [0.864, -0.136, 0.404], [0.671, -0.060, 0.151], [0.110, -0.121, -0.016], [-0.107, -0.499, -0.652], [-0.626, 0.438, 0.177], [-0.352, -0.149, -0.325], [-0.843, 0.567, -0.026], [1.081, 0.350, 0.130], [-0.184, 0.542, -0.397], [-0.014, -0.465, -0.031], [-0.085, 0.351, 0.181], [-0.385, 0.374, 0.695], [0.146, -0.700, -0.181], [2.012, -0.048, -0.464], [0.999, 0.816, 2.580], [-2.006, -1.516, -0.848], [0.936, 0.737, -0.327], [-0.289, 0.371, -0.256], [-0.951, -0.251, -2.982], [-0.546, 0.364, 0.471], [-0.583, -0.808, -0.414], [-0.098, 0.125, 0.159], [-0.691, -0.160, -0.472], [0.172, 0.596, 0.009], [0.204, 0.141, -0.194], [0.095, -0.534, 0.687], [0.290, -0.180, 0.304], [0.460, 0.416, -0.106], [0.759, 0.496, 0.862], [-0.671, -0.542, 0.815], [-0.260, 0.793, 0.355], [-0.020, 0.168, -1.100], [-0.328, 0.418, -0.546], [-0.240, -0.340, 0.224], [0.074, -0.152, 0.134], [0.213, -0.015, -0.060], [0.081, -0.233, 0.558], [0.062, -0.268, 0.247], [0.344, -0.618, 0.180]],
  "s_squared": 0.756,
  "multiplicity": 2,
  "e_homo_ha": [-0.402, -0.402],
  "charge": 1
}



(2)
{
  "formula": "C22H68B3F3HgO10S",
  "method": "ωB97M-V/def2-TZVPD",
  "species": ["Hg", "B", "H", "H", "H", "H", "B", "H", "H", "H", "H", "B", "H", "H", "H", "H", "C", "F", "F", "F", "S", "O", "O", "O", "C", "C", "C", "O", "H", "H", "H", "H", "H", "H", "H", "H", "C", "C", "C", "O", "H", "H", "H", "H", "H", "H", "H", "H", "C", "C", "C", "O", "H", "H", "H", "H", "H", "H", "H", "H", "C", "C", "C", "O", "H", "H", "H", "H", "H", "H", "H", "H", "C", "C", "C", "O", "H", "H", "H", "H", "H", "H", "H", "H", "C", "C", "C", "O", "H", "H", "H", "H", "H", "H", "H", "H", "C", "C", "C", "O", "H", "H", "H", "H", "H", "H", "H", "H"],
  "coordinates": [[-5.2415, 2.2514, -5.4595], [-8.6697, 3.2570, -3.3280], [-9.4719, 3.2277, -2.6070], [-7.7965, 2.9804, -2.7577], [-8.7699, 2.5435, -4.1313], [-8.5516, 4.2230, -3.7939], [-3.4577, 5.8936, -4.9810], [-2.7082, 5.5517, -5.6779], [-3.2406, 6.8717, -4.5807], [-4.4026, 5.9139, -5.5016], [-3.5183, 5.1886, -4.1664], [-2.2217, 0.5244, -8.3995], [-2.8925, -0.2569, -8.7219], [-1.3149, 0.1827, -8.8740], [-2.4996, 1.4843, -8.8063], [-2.1912, 0.5586, -7.3215], [-0.3099, -1.0167, -0.1641], [-1.1311, -1.6408, 0.6168], [0.7544, -0.7082, 0.5145], [-0.0088, -1.7434, -1.2810], [-1.1466, 0.6538, -0.5727], [-0.0197, 1.4720, -1.0399], [-2.1961, 0.3576, -1.5239], [-1.7363, 1.1648, 0.6743], [7.9463, -1.8290, -5.7789], [6.5363, -1.8745, -6.2916], [5.5754, -2.6295, -5.2951], [6.1075, -0.5279, -6.4728], [8.4582, -2.7882, -5.8558], [8.2103, -1.6025, -4.7459], [8.6766, -1.2175, -6.3089], [6.6170, -2.2432, -7.3141], [6.0223, -3.2620, -4.5280], [4.8755, -3.3386, -5.7371], [4.9105, -1.9881, -4.7167], [5.8504, -0.3607, -5.5631], [5.3163, -4.6668, 4.5891], [6.5895, -4.3914, 3.7652], [6.7740, -5.0229, 2.3589], [6.5503, -2.9999, 3.4835], [4.3948, -4.2441, 4.1890], [5.2452, -4.3176, 5.6192], [4.9878, -5.7061, 4.5828], [7.3944, -4.6521, 4.4525], [7.6452, -4.7159, 1.7803], [6.0160, -4.8022, 1.6073], [6.7493, -6.1096, 2.4399], [5.7990, -2.7743, 2.9301], [-0.4887, 0.6198, 6.6718], [-2.0322, 0.8827, 6.8795], [-2.9957, -0.3113, 6.5573], [-2.3289, 1.1203, 8.2147], [0.2083, 1.3226, 7.1284], [-0.2527, 0.6071, 5.6077], [-0.1977, -0.3647, 7.0379], [-2.2265, 1.7780, 6.2890], [-3.9520, 0.0971, 6.2302], [-3.2139, -1.0768, 7.3020], [-2.6372, -0.8246, 5.6651], [-3.2044, 1.4771, 8.3816], [7.6224, 3.6911, -1.5326], [6.3016, 3.3851, -0.9565], [5.8660, 4.3960, 0.1348], [5.3270, 3.4039, -1.8812], [7.8304, 2.8484, -2.1919], [8.3329, 3.5340, -0.7210], [7.6622, 4.6862, -1.9755], [6.2417, 2.3742, -0.5531], [5.8538, 5.3843, -0.3248], [6.5702, 4.5118, 0.9587], [4.8695, 4.1387, 0.4937], [4.5148, 3.3108, -1.3778], [1.4288, -8.9568, -2.8290], [2.3194, -9.2307, -1.5915], [1.5086, -9.3435, -0.2823], [3.1019, -10.3622, -1.8401], [0.4406, -9.3581, -2.6042], [1.8723, -9.4860, -3.6725], [1.3357, -7.8784, -2.9574], [3.0776, -8.4486, -1.5519], [0.6920, -10.0647, -0.3164], [1.2794, -8.3117, -0.0157], [1.9891, -9.7621, 0.6021], [2.5624, -11.0394, -2.2548], [-1.7692, 8.1049, 3.0124], [-3.1690, 7.9758, 3.6438], [-3.8698, 9.3453, 3.8888], [-3.9308, 7.1359, 2.8379], [-1.2753, 7.1462, 2.8541], [-1.1853, 8.6904, 3.7226], [-1.7117, 8.7554, 2.1397], [-3.1346, 7.3495, 4.5353], [-4.9185, 9.1117, 4.0726], [-3.7971, 10.1686, 3.1781], [-3.4987, 9.7788, 4.8174], [-3.5921, 6.2389, 2.7900], [-8.5257, -1.2177, 1.0575], [-9.4743, -0.4191, 1.9131], [-9.8250, -1.2063, 3.2340], [-8.8286, 0.8342, 2.2155], [-7.5400, -1.2141, 1.5227], [-8.3005, -0.8327, 0.0629], [-8.9314, -2.2283, 1.0099], [-10.4327, -0.2759, 1.4140], [-10.6047, -0.5327, 3.5895], [-9.0130, -1.2299, 3.9608], [-10.1455, -2.2287, 3.0338], [-8.3106, 1.1306, 1.4636]],
  "atomic_forces_ev_per_a": [[0.092, 0.646, 0.388], [-0.134, 0.330, -1.314], [-3.224, -0.850, 3.028], [4.025, -0.490, 3.024], [-1.266, -2.878, -3.390], [0.997, 3.734, -1.725], [-0.064, -0.048, -0.556], [2.598, -2.249, -2.834], [-0.070, 3.873, 2.299], [-3.709, 0.897, -3.052], [0.979, -3.046, 3.940], [-0.847, 1.187, 1.419], [-2.618, -3.877, -1.186], [3.761, -1.383, -2.503], [-0.514, 4.065, -1.576], [-0.024, 0.103, 4.000], [-1.581, 3.149, -2.162], [-0.954, -2.102, 0.890], [2.062, -0.532, 0.657], [0.001, 0.155, 1.199], [-0.266, 1.958, 0.123], [-0.649, -1.041, 0.109], [0.432, -0.620, -0.525], [1.003, -1.010, -0.183], [2.525, -1.001, 0.526], [0.186, 0.275, 0.611], [-0.242, -0.685, -0.421], [-0.507, -0.370, 0.574], [-0.369, -0.665, -0.213], [-1.109, 0.392, 0.434], [-0.673, 0.522, -0.631], [-0.524, -0.656, 0.182], [0.847, 0.222, -0.131], [0.014, 0.211, -0.679], [0.197, 0.614, -0.225], [-0.349, 1.155, -0.029], [-1.478, -1.203, -0.668], [-1.614, 0.884, -1.069], [-0.536, -1.355, 0.352], [1.356, 1.185, 0.923], [0.230, 0.594, -0.742], [0.994, 0.057, 0.021], [0.587, -0.484, 0.253], [0.539, 0.498, -0.456], [0.557, 0.087, 0.886], [-0.789, 0.326, 0.586], [0.292, -0.212, -0.113], [-0.145, -0.369, 0.021], [-0.900, -0.715, 0.121], [0.185, -1.388, -0.188], [0.604, 0.548, -2.323], [1.062, 1.073, 2.445], [-0.528, 0.361, 0.198], [-0.265, 0.082, -0.104], [-0.155, -0.126, 0.182], [-0.465, -0.143, -0.317], [-0.167, 0.124, 0.176], [0.641, 0.467, 0.470], [0.020, -0.234, -0.137], [-0.030, -0.049, -0.548], [0.643, -1.141, 0.264], [-0.266, 0.493, 3.111], [0.866, 0.072, -0.194], [-2.073, 0.290, -2.715], [0.241, 0.509, -0.740], [0.309, 0.571, 0.001], [0.179, -0.221, -0.122], [0.906, -0.276, 0.655], [-0.337, 0.056, -0.184], [-0.052, -0.428, 0.235], [0.051, 0.106, 0.196], [-0.493, -0.053, -0.520], [-0.029, -0.020, 1.366], [-0.295, -0.060, -0.130], [0.653, 0.217, 0.083], [0.724, -1.254, 0.014], [-0.152, -0.030, -0.342], [-0.096, 0.460, -0.187], [-0.057, -0.133, -0.454], [-0.216, 0.277, 0.475], [-0.666, 0.604, -0.717], [-0.911, -0.187, 0.119], [1.133, 0.248, -0.259], [-0.089, -0.114, 0.033], [0.122, 1.076, 1.250], [1.142, -0.104, -0.798], [-0.113, -1.017, 0.806], [-2.074, 0.101, -1.642], [-0.140, 0.067, -0.121], [0.460, -0.208, 0.332], [-0.546, -0.466, -0.398], [0.621, 0.990, 1.007], [-0.122, 0.184, -0.135], [0.191, -0.611, -0.610], [0.167, -0.157, 0.177], [0.290, 0.136, 0.121], [0.261, -0.422, -0.055], [1.333, -0.530, 0.300], [0.311, 1.871, -0.926], [-0.995, -0.368, 0.778], [-0.047, -0.351, 0.388], [-0.608, 0.126, -0.176], [0.357, -0.170, -0.381], [-0.034, 0.304, -0.230], [-0.337, -0.691, 0.796], [0.145, 0.117, -0.195], [-0.298, 0.251, -0.104], [-0.078, -0.110, -0.209]],
  "e_homo_ha": -0.151,
  "charge": -2
}



| no. | E_tot (eV) |
| --- | --- |
| 1 | -49766.18947 |
| 2 | -69565.49510 |